Below is an isolated molecule of C4H3PS, with properties calculated with ωB97M-V with the def2-TZVPD basis set.

Frontier orbital gap (spin up / spin down) ... 7.77 / 7.77 eV
F_max ... 0.065 Eh/bohr
Electronic energy ... -893.52246 Eh
HOMO energy (spin up / spin down) ... -9.1084 / -9.1088 eV

Structure (ORCA input):
```
! RIJCOSX wB97M-V def2-TZVPD def2/J DEFGRID3
* xyz 0 1
C 0.426 2.702 -1.371
C 0.371 1.852 -0.468
C -0.038 -1.051 -0.400
C -0.504 -0.464 0.847
P 1.252 -1.059 0.947
S 0.451 1.099 0.980
H -0.651 -1.927 -0.712
H 0.220 -0.295 -1.196
H -1.527 -0.857 1.372
*
```